Record 1
ORCA calculation (the ωB97M-V functional and the def2-TZVPD basis) on the molecule C2H4I4Si2 at a distorted geometry.

```
12
Properties=species:S:1:pos:R:3:forces:R:3
C 0.238 1.144 0.820 1.02 -1.54 -2.60
C -0.593 -1.058 -0.488 1.85 0.49 0.09
Si 0.627 -0.668 1.077 -1.22 -0.72 -2.02
Si -0.566 0.852 -0.858 0.93 -1.52 -0.64
I 2.936 -1.486 0.675 -0.78 0.30 0.22
I -0.430 -1.488 3.114 0.29 0.01 0.06
I -2.801 1.900 -1.332 1.03 -0.40 0.18
I 1.214 1.080 -2.691 -0.90 0.26 0.80
H -0.390 1.296 1.585 -2.80 0.99 2.81
H 0.960 1.873 0.837 1.88 1.71 0.10
H -0.236 -1.907 -1.126 -0.40 1.14 0.18
H -1.636 -1.161 -0.299 -0.91 -0.73 0.83
```
Positions in Å, forces in eV/Å.

Calculated values
ΔE to the lowest compared entry with this formula, charge and spin   0.0 kcal/mol
Gap between HOMO and LUMO   0.3154 Eh
F_max   4.09 eV/A
LUMO energy   -0.80 eV
E_HOMO   -9.4 eV

***

Record 2
ORCA calculation (the ωB97M-V functional and the def2-TZVPD basis) on the molecule C4H10O at a distorted geometry.

```
15
Properties=species:S:1:pos:R:3:forces:R:3
C 2.060 -0.375 -0.474 0.23 0.15 0.11
O 0.727 -0.818 -0.521 -0.06 0.23 0.10
C -0.244 0.155 -0.384 -0.84 0.13 3.14
C -1.564 -0.410 -0.846 -0.05 0.30 0.20
C -0.506 0.635 1.400 -0.17 -1.17 -0.16
H 2.702 -1.256 -0.585 -0.16 0.21 0.01
H 2.274 0.101 0.492 0.06 -0.02 -0.10
H 2.268 0.338 -1.282 0.00 -0.07 0.11
H -0.022 1.167 -0.121 0.93 1.20 -3.12
H -1.802 -1.269 -0.200 -0.07 0.19 -0.15
H -1.585 -0.780 -1.882 0.36 0.29 0.26
H -2.342 0.344 -0.736 -0.11 -0.08 0.01
H -1.496 1.100 1.541 0.27 -0.42 -0.31
H 0.230 1.308 1.905 -0.18 -0.57 -0.91
H -0.444 -0.352 1.818 -0.23 -0.39 0.81
```
Positions in Å, forces in eV/Å.

Calculated values
ΔE to the lowest compared entry with this formula, charge and spin   70.7 kcal/mol
Gap between HOMO and LUMO   0.3445 Eh
F_max   3.47 eV/A
SMILES   COC(C)C
LUMO energy   1.14 eV
E_HOMO   -8.2 eV

***

Record 3
ORCA calculation (the ωB97M-V functional and the def2-TZVPD basis) on the molecule C4H4N4O3 at a distorted geometry.

```
15
Properties=species:S:1:pos:R:3:forces:R:3
O 1.223 0.330 2.859 1.74 -3.52 -0.23
N 1.647 -0.816 2.465 -1.53 3.92 0.35
N 1.314 -1.041 1.201 1.30 -2.82 1.57
C 0.415 -0.332 0.444 -0.37 -1.30 -1.93
C -0.265 0.765 0.790 -1.13 1.75 -0.58
N -1.145 1.419 -0.081 0.08 0.08 0.00
C -1.320 0.938 -1.279 -0.71 2.25 1.84
O -2.094 1.548 -2.222 0.14 0.94 1.31
N -0.738 -0.163 -1.667 1.40 -3.19 -1.46
C 0.221 -0.916 -0.899 0.32 0.97 -0.42
O 0.866 -1.828 -1.394 -1.00 0.52 0.49
H 1.542 -2.051 0.995 -0.45 1.77 -0.45
H -0.049 1.198 1.763 -0.63 0.20 -0.61
H -2.386 2.446 -1.866 0.59 -1.74 -0.37
H -0.926 -0.517 -2.610 0.27 0.16 0.49
```
Positions in Å, forces in eV/Å.

Calculated values
ΔE to the lowest compared entry with this formula, charge and spin   15.9 kcal/mol
Gap between HOMO and LUMO   0.3343 Eh
F_max   4.22 eV/A
SMILES   O=NNc1cnc(O)[nH]c1=O
LUMO energy   0.04 eV
E_HOMO   -9.1 eV

***

Record 4
ORCA calculation (the ωB97M-V functional and the def2-TZVPD basis) on the molecule C6H6O.

```
13
Properties=species:S:1:pos:R:3:forces:R:3
C 1.375 -1.426 1.475 -0.02 0.12 -0.16
C 1.200 -0.763 0.488 0.06 -0.12 0.18
C 0.979 0.029 -0.727 0.10 -0.04 -0.04
C -0.260 0.943 -0.638 -0.05 -0.15 -0.21
O -0.090 1.979 0.302 0.00 -0.09 0.26
C -1.457 0.125 -0.367 -0.38 -0.31 0.12
C -2.368 -0.613 -0.096 0.33 0.27 -0.12
H 1.539 -2.035 2.339 -0.05 0.17 -0.19
H 1.852 0.663 -0.919 -0.12 -0.07 0.03
H 0.858 -0.647 -1.581 0.02 0.08 0.12
H -0.371 1.448 -1.604 -0.01 -0.11 0.12
H -0.090 1.576 1.182 0.02 0.08 -0.07
H -3.167 -1.279 0.145 0.10 0.15 -0.05
```
Positions in Å, forces in eV/Å.

Calculated values
ΔE to the lowest compared entry with this formula, charge and spin   87.2 kcal/mol
Gap between HOMO and LUMO   0.4073 Eh
F_max   0.50 eV/A
SMILES   C#CC[C@H](O)C#C
LUMO energy   0.92 eV
E_HOMO   -10.2 eV